No. 1
DFT (ωB97M-V/def2-TZVPD) results for one molecule with the formula C4H8N2O in a non-equilibrium geometry.

Structure (XYZ):
```
15
Properties=species:S:1:pos:R:3:lowdin_charge:R:1
H 1.402 1.192 1.060 0.085
H 2.076 -0.153 -1.311 0.129
H -1.001 1.851 0.508 0.081
C 0.106 -0.392 -0.441 -0.346
C -0.180 -1.713 -1.018 -0.169
O 1.793 1.190 0.174 -0.057
H -0.996 -1.000 1.190 0.113
C -1.528 0.931 0.780 -0.119
H -0.284 0.322 -1.177 0.149
H 2.090 -0.862 0.323 0.128
H -1.981 1.079 1.764 0.083
H -2.329 0.766 0.042 0.085
C 1.612 -0.112 -0.322 -0.229
N -0.555 -0.155 0.844 -0.087
N -0.437 -2.711 -1.544 0.153
```

The calculation puts the HOMO energy at -0.363 hartree. As for the spin multiplicity: 1. Its charge is 0. The HOMO-LUMO gap comes out at 0.3930 hartree. The calculation puts the energy above the lowest of the compared OMol25 structures with the same formula, charge and spin at 1.871 eV. As for the largest force on an atom: 1.1 eV/Å.

***

No. 2
DFT (ωB97M-V/def2-TZVPD) results for one molecule with the formula C4H8N2O in a non-equilibrium geometry.

Structure (XYZ):
```
15
Properties=species:S:1:pos:R:3:lowdin_charge:R:1
H 1.585 1.856 -0.239 0.094
C 0.741 1.280 -0.628 -0.020
H -0.156 1.902 -0.537 0.087
H 0.919 1.059 -1.686 0.092
H -0.782 -0.779 -1.320 0.126
H -0.189 0.804 1.680 0.094
H -0.542 -1.881 0.058 0.125
N 2.665 -1.589 -0.295 0.174
C 1.765 -0.887 -0.111 -0.151
O 0.567 0.211 1.553 -0.008
H -2.654 -0.269 -0.129 0.075
C 0.591 -0.028 0.160 -0.578
C -0.676 -0.825 -0.231 -0.202
H -2.020 -0.664 1.298 0.080
N -1.814 -0.189 0.428 0.012
```

The calculation puts the HOMO energy at -0.378 hartree. As for the spin multiplicity: 1. Its charge is 0. The HOMO-LUMO gap comes out at 0.4030 hartree. The calculation puts the energy above the lowest of the compared OMol25 structures with the same formula, charge and spin at 1.451 eV. As for the largest force on an atom: 1.1 eV/Å.

***

No. 3
DFT (ωB97M-V/def2-TZVPD) results for one molecule with the formula C4H8N2O.

Structure (XYZ):
```
15
Properties=species:S:1:pos:R:3:lowdin_charge:R:1
H -1.261 1.129 1.078 0.102
H -1.020 -1.771 1.015 0.082
C -0.649 1.033 -0.919 -0.117
H -1.142 -2.021 -0.734 0.091
H -1.677 1.002 -1.280 0.110
C -1.204 -1.270 0.063 -0.021
N -0.422 1.146 0.510 0.062
H 0.012 1.615 -1.559 0.095
H 1.937 1.037 -1.007 0.081
O 1.485 -1.296 1.049 0.064
H 3.037 0.399 0.118 0.112
N 2.213 0.248 -0.447 0.169
C 1.239 -0.488 0.174 -0.485
C -0.204 -0.153 -0.142 -0.426
H -2.223 -0.867 0.055 0.082
```

The calculation puts the HOMO energy at -0.354 hartree. As for the spin multiplicity: 1. Its charge is 0. The HOMO-LUMO gap comes out at 0.3868 hartree. The calculation puts the energy above the lowest of the compared OMol25 structures with the same formula, charge and spin at 1.537 eV. As for the largest force on an atom: 0.4 eV/Å.

***

No. 4
DFT (ωB97M-V/def2-TZVPD) results for a 2-piece molecular cluster, C4H8N2O overall.

Structure (XYZ):
```
15
Properties=species:S:1:pos:R:3:lowdin_charge:R:1
C 0.938 -0.320 -0.913 -0.274
N -1.205 0.745 0.703 0.048
H 1.132 -1.070 -1.690 0.111
C 0.872 -0.773 0.520 -0.176
H -1.520 -0.815 -0.698 0.074
H 1.829 -0.483 0.966 0.112
C -0.276 -0.131 1.372 -0.211
H 0.817 -1.867 0.573 0.101
N 0.775 0.911 -1.157 0.098
C -1.054 1.702 -0.038 -0.390
H 0.749 1.156 -2.144 0.083
O -1.199 2.667 -0.691 0.126
H -1.185 -1.328 -1.121 0.080
H 0.168 0.427 2.201 0.111
H -0.872 -0.934 1.817 0.106
```

The calculation puts the HOMO energy at -0.358 hartree. As for the spin multiplicity: 1. Its charge is 0. The HOMO-LUMO gap comes out at 0.3951 hartree. The calculation puts the energy above the lowest of the compared OMol25 structures with the same formula, charge and spin at 2.935 eV. As for the largest force on an atom: 0.7 eV/Å.